{
  "formula": "C4H8O2",
  "method": "the ωB97M-V functional and the def2-TZVPD basis",
  "homo_energy_ev": -9.7,
  "gap_ev": 10.65,
  "relative_energy_kcal_mol": 102.7,
  "species": ["C", "C", "O", "C", "C", "O", "H", "H", "H", "H", "H", "H", "H", "H"],
  "positions_angstrom": [[-0.97201, -1.15254, 0.92404], [-0.06975, 0.02827, 0.79642], [1.38035, 0.16123, 0.73899], [1.25772, 1.09928, -0.34447], [-0.16724, 0.43904, -0.65883], [0.06054, -0.60509, -1.56739], [-0.57968, -2.05961, 0.44626], [-1.38717, -1.35868, 1.91777], [-1.81897, -0.60548, 0.18459], [-0.46464, 0.83122, 1.44272], [2.09395, 0.96683, -1.06128], [1.25092, 2.14377, -0.00725], [-1.43858, 0.55394, -0.72045], [0.85457, -0.44219, -2.09111]],
  "forces_ev_per_angstrom": [[-1.3, 0.4, -0.9], [-0.1, 0.3, -0.5], [0.0, -0.2, 0.4], [-0.5, 0.2, -0.2], [-1.6, 0.2, 0.1], [0.0, -0.5, -0.2], [-0.3, 0.3, 0.0], [0.2, 0.1, -0.3], [1.2, -2.5, 2.3], [0.2, 0.0, -0.3], [-0.7, 0.0, 0.1], [-0.1, -0.2, 0.1], [3.3, 1.7, -0.9], [-0.2, 0.0, 0.3]]
}